Record 1
The following is a DFT calculation (ωB97M-V/def2-TZVPD) of a 2-piece molecular cluster, C5H15N2S overall at a distorted geometry.

The geometry in XYZ format:
```
23
Properties=species:S:1:pos:R:3:mulliken_charge:R:1
N -1.89 0.95 -0.67 -0.569
C -1.49 0.23 0.58 0.321
C -0.26 1.05 1.16 -1.109
S 1.16 1.42 0.15 0.161
C -1.31 -1.24 0.20 -1.130
N -0.04 -1.61 -0.38 0.210
C 0.31 -0.93 -1.61 -0.698
C 1.05 -1.75 0.53 -0.860
H -1.27 1.75 -0.71 0.222
H -2.80 1.40 -0.61 0.271
H 3.81 3.49 -0.13 0.091
H -2.28 0.43 1.33 0.507
H 0.05 0.55 2.10 0.438
H -0.67 2.02 1.50 0.551
H 3.71 2.90 -0.59 -0.093
H -1.48 -1.83 1.15 0.380
H -2.09 -1.35 -0.56 0.459
H 0.99 -0.02 -1.44 0.212
H 0.80 -1.54 -2.35 0.317
H -0.61 -0.43 -2.00 0.346
H 1.67 -2.66 0.46 0.303
H 1.87 -1.01 0.29 0.360
H 0.76 -1.83 1.60 0.309
```

As for the orbital gap: 5.17 eV. As for the total charge: +1. The spin multiplicity is 1. The calculation puts the LUMO energy at -8.2 eV. Its energy relative to the best compared isomer or geometry (same formula, charge and spin) is 611.0 kJ/mol.

Record 2
The following is a DFT calculation (ωB97M-V/def2-TZVPD) of C10H9N2O5Pd as an isolated structure at a distorted geometry.

The geometry in XYZ format:
```
27
Properties=species:S:1:pos:R:3:mulliken_spin:R:1
O -0.02 -0.05 -6.96 -0.001
C 0.04 -0.04 -5.82 0.006
Pd -0.86 -0.11 -1.47 1.061
O 1.82 -0.05 -3.17 0.004
C 0.86 -0.10 -2.54 0.171
C -2.79 -0.11 -0.87 0.180
O -3.82 -0.10 -0.39 -0.001
C -0.98 -2.12 -1.68 0.163
O -1.13 -3.25 -1.86 0.011
C -0.95 1.90 -1.66 0.159
O -1.05 3.02 -1.81 0.014
H -1.63 -0.13 -2.96 0.406
C 0.52 2.07 3.58 0.033
C 0.52 0.99 2.57 0.356
C 1.06 -0.29 2.57 0.248
C 0.77 -0.88 1.32 0.393
N 0.07 -0.01 0.60 0.356
N -0.07 1.10 1.37 0.241
C 1.18 -2.24 0.88 0.037
H 0.02 1.72 4.50 0.037
H 1.55 2.35 3.83 0.035
H -0.01 2.96 3.19 -0.003
H 1.61 -0.75 3.37 -0.004
H -0.57 1.92 1.05 -0.025
H 2.26 -2.36 1.01 0.050
H 0.70 -2.99 1.52 0.064
H 0.91 -2.44 -0.16 0.007
```

As for the orbital gap (alpha / beta): 5.68 / 2.71 eV. As for the expectation value of S²: 6.0160. As for the total charge: +3. The spin multiplicity is 5. The calculation puts the LUMO energy (alpha / beta) at -12.6 / -17.7 eV. Its energy relative to the best compared isomer or geometry (same formula, charge and spin) is 161.9 kJ/mol.

Record 3
The following is a DFT calculation (ωB97M-V/def2-TZVPD) of C3H2GaLi2O3 as an isolated structure at a distorted geometry.

The geometry in XYZ format:
```
11
Properties=species:S:1:pos:R:3:mulliken_spin:R:1
C 1.60 0.20 -0.01 -0.166
C 0.34 0.79 -0.21 -0.013
O 2.64 -0.28 0.14 -0.079
H 0.25 1.18 -1.22 0.001
H 0.20 1.64 0.46 -0.005
Ga 1.14 -1.87 1.67 0.687
Li 2.98 -1.77 1.17 0.023
O -1.04 -0.12 0.10 -0.130
C -1.92 -0.35 -0.78 0.548
O -2.64 0.15 -1.52 0.135
Li -3.55 0.44 0.20 0.000
```

As for the orbital gap (alpha / beta): 5.51 / 7.43 eV. As for the expectation value of S²: 1.0594. As for the total charge: +2. The spin multiplicity is 2. The calculation puts the LUMO energy (alpha / beta) at -8.8 / -8.5 eV. Its energy relative to the best compared isomer or geometry (same formula, charge and spin) is 377.3 kJ/mol.

Record 4
The following is a DFT calculation (ωB97M-V/def2-TZVPD) of C28H21F5N7O3RuS4 as an isolated structure.

The geometry in XYZ format:
```
69
Properties=species:S:1:pos:R:3:mulliken_spin:R:1
Ru -0.26 -1.05 -0.83 0.956
C -2.47 -2.54 2.39 0.000
C -2.15 -1.82 1.12 0.014
N -1.41 -2.35 0.19 -0.016
N -1.19 -3.68 0.29 -0.007
C -0.22 -4.10 -0.47 0.008
N 0.05 -5.43 -0.47 0.002
S 0.66 -3.07 -1.53 -0.015
C -2.77 -0.54 0.78 0.004
C -3.63 0.14 1.63 0.004
C -4.32 1.23 1.13 -0.002
C -4.13 1.61 -0.19 0.006
C -3.23 0.90 -0.96 0.000
N -2.57 -0.16 -0.49 0.020
H -2.40 -1.83 3.22 0.001
H -1.77 -3.35 2.54 0.000
H -3.49 -2.94 2.38 0.001
H -0.32 -5.95 0.30 0.000
H 0.94 -5.72 -0.84 0.002
H -3.77 -0.19 2.64 0.000
H -5.00 1.78 1.77 0.000
H -4.66 2.45 -0.62 0.000
H -3.01 1.19 -1.98 -0.002
F -5.97 0.34 -4.63 0.000
C -4.70 0.09 -4.30 0.001
C -4.36 -1.08 -3.65 -0.001
F -5.32 -1.97 -3.34 0.000
C -3.05 -1.34 -3.31 -0.016
F -2.77 -2.48 -2.70 0.000
C -2.03 -0.43 -3.60 0.011
S -0.36 -0.75 -3.17 -0.015
C -2.40 0.74 -4.27 0.009
F -1.47 1.65 -4.57 0.001
C -3.71 1.00 -4.62 0.000
F -4.03 2.13 -5.25 0.000
O 1.05 -3.34 2.04 0.009
C 1.69 -2.41 1.58 0.000
N 1.16 -1.30 0.98 0.002
S 2.33 -0.24 0.57 -0.013
O 2.33 0.97 1.33 0.000
O 2.26 -0.09 -0.89 0.006
C 3.71 -1.23 1.04 0.002
C 5.06 -0.95 0.99 0.000
C 5.91 -1.91 1.53 0.001
C 5.41 -3.07 2.11 0.000
C 4.05 -3.32 2.17 0.001
C 3.20 -2.37 1.62 0.001
H 5.44 -0.04 0.55 0.000
H 6.98 -1.74 1.51 0.000
H 6.10 -3.79 2.53 0.000
H 3.64 -4.21 2.62 0.000
N 1.24 2.16 -2.43 0.003
C 0.95 2.44 -1.15 0.005
S -0.37 1.68 -0.42 0.017
N 1.72 3.38 -0.58 0.003
C 1.80 3.87 0.75 -0.001
C 0.75 3.87 1.65 0.000
C 0.94 4.39 2.92 0.000
C 2.16 4.93 3.30 0.001
C 3.20 4.95 2.38 0.000
C 3.02 4.43 1.12 0.001
H 0.75 1.37 -2.83 -0.001
H 2.15 2.38 -2.80 0.000
H 2.47 3.72 -1.16 0.000
H -0.21 3.46 1.38 0.000
H 0.12 4.38 3.63 0.000
H 2.30 5.33 4.29 0.000
H 4.16 5.37 2.65 0.000
H 3.85 4.43 0.41 0.000
```

As for the orbital gap (alpha / beta): 7.27 / 7.26 eV. As for the expectation value of S²: 0.7580. The spin multiplicity is 2. The calculation puts the LUMO energy (alpha / beta) at -0.6 / -0.5 eV. Its energy relative to the best compared isomer or geometry (same formula, charge and spin) is 182.0 kJ/mol.

Record 5
The following is a DFT calculation (ωB97M-V/def2-TZVPD) of C33H29BiF10N7O2S as an isolated structure at a distorted geometry.

The geometry in XYZ format:
```
83
Properties=species:S:1:pos:R:3:mulliken_charge:R:1
Bi 0.34 0.02 0.25 1.760
C 3.07 0.64 2.34 -1.489
N 2.81 -0.01 1.05 1.406
C 3.19 -1.43 1.11 -0.694
C 2.13 -2.25 1.83 -1.668
N 0.87 -2.24 1.13 0.052
C 0.60 -3.21 0.21 -0.033
C 1.53 -4.02 -0.49 0.393
F 2.85 -3.96 -0.23 -0.441
C 1.16 -4.91 -1.49 0.357
F 2.11 -5.59 -2.14 -0.373
C -0.16 -5.08 -1.85 0.727
F -0.51 -5.89 -2.85 -0.388
C -1.11 -4.39 -1.11 0.404
F -2.42 -4.59 -1.37 -0.402
C -0.74 -3.52 -0.11 -0.017
F -1.73 -3.00 0.62 -0.454
C 3.60 0.69 0.04 -1.503
C 3.44 0.15 -1.38 -1.370
N 2.13 -0.43 -1.64 0.834
C 1.88 -0.77 -2.91 -1.006
C 0.62 -1.33 -3.26 -0.122
F -0.24 -1.63 -2.28 0.314
C 0.20 -1.60 -4.54 -0.348
F -1.04 -2.07 -4.74 -0.378
C 1.03 -1.37 -5.63 0.729
F 0.62 -1.60 -6.89 -0.369
C 2.30 -0.91 -5.35 0.139
F 3.16 -0.73 -6.36 -0.346
C 2.71 -0.64 -4.06 0.558
F 4.01 -0.26 -3.96 -0.376
H 4.13 0.56 2.59 0.398
H 2.48 0.17 3.12 0.291
H 2.81 1.69 2.28 0.263
H 4.17 -1.53 1.60 0.296
H 3.27 -1.80 0.09 0.413
H 1.95 -1.85 2.83 0.286
H 2.52 -3.27 1.96 0.587
H 4.67 0.64 0.30 0.352
H 3.30 1.73 0.06 0.469
H 4.23 -0.58 -1.58 0.604
H 3.62 1.01 -2.05 0.556
N 0.27 4.73 0.48 -0.450
C 0.47 3.40 0.71 0.471
S 1.09 2.48 -0.63 -0.627
N 0.21 2.96 1.90 -1.327
N 0.22 1.61 2.11 0.889
C 0.14 1.27 3.35 -0.889
C -0.16 -0.05 3.83 0.774
C 0.20 -0.43 5.13 -0.442
C -0.20 -1.64 5.65 -0.753
C -1.02 -2.47 4.87 -0.554
C -1.42 -2.11 3.62 -0.756
C -1.00 -0.88 3.02 0.348
O -1.41 -0.51 1.87 -0.690
H 0.68 5.11 -0.35 0.216
H 0.12 5.33 1.27 0.242
H 0.24 2.07 4.09 0.337
H 0.83 0.23 5.72 0.385
H 0.10 -1.94 6.65 0.377
H -1.34 -3.43 5.28 0.396
H -2.05 -2.75 3.02 0.458
O -2.43 -0.74 -1.12 0.360
C -3.66 -0.48 -0.45 -0.706
C -4.58 0.56 -1.12 -0.738
C -3.91 1.90 -1.46 -0.828
C -3.26 1.86 -2.82 0.556
C -4.06 1.88 -3.96 -0.571
C -3.46 1.86 -5.21 -0.475
C -2.08 1.80 -5.28 -0.769
C -1.37 1.78 -4.09 -0.176
N -1.94 1.81 -2.90 0.061
H -2.57 -1.28 -1.90 0.014
H -3.34 -0.14 0.53 0.147
H -4.23 -1.40 -0.33 0.362
H -5.41 0.72 -0.43 0.394
H -4.97 0.14 -2.05 0.407
H -3.17 2.15 -0.70 0.032
H -4.67 2.68 -1.47 0.451
H -5.14 1.93 -3.87 0.394
H -4.06 1.89 -6.11 0.399
H -1.56 1.78 -6.23 0.421
H -0.29 1.75 -4.10 0.452
```

As for the orbital gap: 6.93 eV. As for the total charge: -1. The spin multiplicity is 1. The calculation puts the LUMO energy at 2.5 eV. Its energy relative to the best compared isomer or geometry (same formula, charge and spin) is 14.4 kJ/mol.

Record 6
The following is a DFT calculation (ωB97M-V/def2-TZVPD) of a 2-piece molecular cluster, C3H8BrFSi overall at a distorted geometry.

The geometry in XYZ format:
```
14
Properties=species:S:1:pos:R:3:mulliken_charge:R:1
C -0.20 0.93 -1.79 -0.914
C -2.27 -1.13 1.37 -0.975
C 1.80 -0.43 0.35 -0.621
F 0.90 2.39 0.71 -0.331
Si 0.41 0.90 0.03 0.493
Br 3.72 0.22 -0.03 -0.175
H -1.17 0.30 -1.78 0.286
H -0.38 1.90 -2.14 0.331
H 0.50 0.19 -2.37 0.278
H -1.74 -1.99 1.64 0.332
H -1.96 -0.21 1.85 0.296
H -3.17 -1.06 0.85 0.335
H 1.79 -0.58 1.51 0.295
H 1.75 -1.41 -0.22 0.369
```

As for the orbital gap (alpha / beta): 8.27 / 7.49 eV. The spin multiplicity is 1. The calculation puts the LUMO energy (alpha / beta) at -0.9 / -0.2 eV. Its energy relative to the best compared isomer or geometry (same formula, charge and spin) is 403.7 kJ/mol.